84
Properties=species:S:1:pos:R:3:mulliken_charge:R:1 method="wB97M-V/def2-TZVPD" e_tot_ha=-2940.4834 relative_energy_kcal_mol=34.3 homo_ev=-11.0 homo_lumo_gap_ev=10.2444
C -0.44 0.23 -0.29 0.162
N 0.07 -0.38 -1.54 1.285
O 1.18 -0.84 -1.47 -0.479
O -0.63 -0.44 -2.54 -0.622
H -1.27 0.89 -0.51 -0.165
H 0.32 0.73 0.27 -0.010
H -0.92 -0.59 0.25 -0.201
C 2.80 4.06 -1.23 -0.983
N 2.34 2.65 -1.20 0.876
O 1.30 2.41 -1.68 -0.542
O 3.03 1.90 -0.58 -0.375
H 2.09 4.62 -1.83 0.350
H 3.75 4.08 -1.74 0.308
H 2.83 4.38 -0.20 0.310
C -0.74 -2.16 -4.96 -0.467
N -0.37 -3.08 -6.03 0.923
O -1.20 -3.89 -6.45 -0.563
O 0.73 -2.95 -6.46 -0.504
H -1.74 -2.42 -4.64 0.323
H -0.82 -1.14 -5.35 0.340
H 0.04 -2.18 -4.23 -0.057
C -0.18 -3.16 1.32 -0.317
N -0.42 -3.55 2.76 1.032
O 0.38 -4.25 3.29 -0.606
O -1.40 -3.17 3.31 -0.543
H -1.03 -2.56 1.02 -0.098
H -0.17 -4.07 0.73 0.372
H 0.72 -2.55 1.29 0.180
C 3.83 1.00 2.43 -0.459
N 4.55 -0.14 1.78 0.961
O 5.77 -0.11 1.72 -0.587
O 3.89 -1.00 1.34 -0.494
H 4.54 1.80 2.55 0.282
H 3.39 0.60 3.34 0.345
H 3.04 1.25 1.73 -0.075
C 0.21 3.66 3.26 -0.808
N -0.95 3.08 2.50 0.995
O -1.98 3.00 3.06 -0.507
O -0.80 2.80 1.34 -0.467
H 0.44 2.96 4.06 0.263
H -0.10 4.62 3.64 0.316
H 1.06 3.65 2.60 0.218
C -4.59 2.17 1.70 -0.479
N -5.09 1.27 2.79 0.888
O -4.25 0.64 3.44 -0.463
O -6.31 1.14 2.91 -0.553
H -4.84 3.19 1.98 0.334
H -5.17 1.93 0.81 0.325
H -3.53 2.03 1.61 -0.056
C -4.69 -2.97 2.65 -0.690
N -4.52 -2.01 1.52 0.861
O -3.40 -1.82 1.10 -0.458
O -5.52 -1.51 1.08 -0.531
H -3.86 -3.68 2.60 0.218
H -5.57 -3.57 2.46 0.293
H -4.64 -2.38 3.56 0.257
C 1.94 -3.94 -3.01 -0.570
N 3.08 -4.82 -2.66 1.031
O 2.81 -5.91 -2.37 -0.586
O 4.18 -4.36 -2.66 -0.577
H 1.49 -4.23 -3.95 0.355
H 2.26 -2.91 -2.98 0.087
H 1.17 -4.10 -2.26 0.257
C -1.16 0.05 5.34 -0.855
N -0.44 -0.34 4.10 0.787
O -0.76 0.23 3.07 -0.186
O 0.45 -1.15 4.19 -0.548
H -0.43 0.01 6.16 0.320
H -1.96 -0.65 5.53 0.269
H -1.47 1.09 5.28 0.253
C 4.51 0.15 -2.55 -0.383
N 4.74 0.84 -3.80 1.025
O 4.84 2.05 -3.77 -0.599
O 4.75 0.17 -4.75 -0.572
H 3.45 -0.06 -2.52 -0.048
H 4.82 0.73 -1.70 0.266
H 5.08 -0.78 -2.57 0.323
C -2.00 3.12 -2.13 -0.330
N -2.23 3.70 -3.46 1.000
O -2.70 3.00 -4.31 -0.564
O -1.91 4.85 -3.59 -0.574
H -2.68 2.33 -1.88 0.304
H -2.04 3.97 -1.47 0.295
H -0.95 2.82 -2.15 -0.037